[1]
DFT (ωB97M-V/def2-TZVPD) results for a single C23H30N2O2 molecule.

Geometry as ORCA input:
```
! wB97M-V def2-TZVPD RIJCOSX def2/J DEFGRID3
* xyz 0 1
C 4.2133 0.7438 1.7893
C 3.4906 -0.1383 0.9906
C -6.7838 -1.7216 -1.3543
C -5.4635 -1.6934 -0.9433
H 4.1928 1.6405 5.1267
H -4.9160 -2.6188 -0.8290
H 6.6231 1.5492 -0.4398
O 0.1918 2.0913 2.5399
H -7.2632 -2.6676 -1.5611
C 3.0252 -1.3391 -1.1466
H 1.2296 2.1604 0.7576
H -2.6385 0.5710 -2.0168
H 0.4369 -0.1903 1.0947
H 5.5965 1.1513 4.1455
C 1.1593 0.1639 -1.3716
C 5.3558 1.3495 1.2661
C 5.7419 1.0758 -0.0322
H 4.7955 2.6984 3.8452
H 2.6139 -0.6155 1.3993
H -8.5231 -0.5612 -1.8179
H 1.1456 0.1856 -2.4760
C -0.2370 0.5621 0.6842
H 1.8413 0.9389 -1.0190
C 3.8647 -0.4056 -0.3166
C -7.4914 -0.5404 -1.4987
C -0.6763 -1.9369 -0.9521
C -6.8704 0.6671 -1.2289
H -1.3240 -2.6820 -1.4204
H -0.7359 -2.0628 0.1400
H -0.4591 2.7133 0.7561
H 5.3073 0.0190 -1.8415
C -2.5038 -0.4035 -1.5384
C 4.6363 1.6610 4.1345
O 2.5600 0.7163 3.4602
H -2.8735 -1.1668 -2.2333
H 1.1166 -3.1355 -1.0146
C -5.5500 0.6922 -0.8176
C -3.3875 -0.4568 -0.2673
H 0.7971 -2.2054 -2.5045
H 0.8434 1.4882 2.9308
H -5.0707 1.6376 -0.6053
C -4.8312 -0.4872 -0.6662
H 5.9311 2.0454 1.8563
C 3.6979 1.0100 3.1538
C -0.2593 0.4322 -0.8520
N 1.6158 -1.1226 -0.8792
H -7.4175 1.5924 -1.3384
C 5.0007 0.2111 -0.8231
C 0.7668 -2.1742 -1.4002
H -3.1370 -1.3551 0.2999
H -1.2306 0.3847 1.0941
C 0.2212 1.9483 1.1444
N -1.0914 -0.6251 -1.3904
H -3.1963 0.4198 0.3518
H 3.2729 -1.2183 -2.2173
H 3.2643 -2.3710 -0.8652
H -0.6184 1.3747 -1.2823
*
```

Values from the calculation:
Structure (SMILES) = CC(=O)c1cccc(CN2CCN(CCc3ccccc3)[C@@H](CCO)C2)c1
HOMO energy = -0.2934 hartree
Frontier orbital gap = 8.09 eV

natural (NBO) atomic charge list, values in e, 2 entries: -0.19, -0.10


[2]
DFT (ωB97M-V/def2-TZVPD) results for a molecular structure, FeH12O6.

Geometry as ORCA input:
```
! wB97M-V def2-TZVPD RIJCOSX def2/J DEFGRID3
* xyz 2 5
H -0.1154 33.4695 -11.9865
O -0.9062 34.6521 -15.4284
H -1.6669 34.6024 -16.0313
H 2.7888 35.2984 -15.3182
O -0.5017 31.9051 -14.1740
Fe 0.7555 33.6222 -14.5416
O 1.9964 35.3328 -14.7570
H -1.4546 32.0247 -14.3200
H 0.2465 34.9738 -12.0438
H -0.5850 35.5637 -15.5104
O 2.4129 32.7847 -13.4006
H 2.5695 32.1338 -12.6974
H 3.2798 33.1887 -13.5616
H 1.7967 36.2801 -14.6655
O 1.3468 32.9228 -16.4159
H -0.3697 30.9451 -14.1091
H 2.2571 32.6134 -16.5619
H 0.9551 33.0111 -17.3014
O 0.0505 34.2031 -12.6010
*
```

Values from the calculation:
HOMO energy (spin up / spin down) = -0.7071 / -0.6431 hartree
Frontier orbital gap (spin up / spin down) = 12.10 / 10.27 eV
Expectation value of S² = 6.01

natural (NBO) atomic charge list, values in e, 2 entries: 0.53, -0.99


[3]
DFT (ωB97M-V/def2-TZVPD) results for a single C3H5ClNOPS2 molecule in a non-equilibrium geometry.

Geometry as ORCA input:
```
! wB97M-V def2-TZVPD RIJCOSX def2/J DEFGRID3
* xyz 0 1
S -0.2136 2.4308 0.1824
N -0.2710 -0.2429 -1.4039
H 1.0254 0.9531 1.3860
C -0.4006 -1.7385 0.3973
Cl -2.8185 1.2834 -1.3713
H 2.0392 2.4756 0.9502
O 0.3743 -2.3585 -1.6977
H 1.9065 1.1602 -0.2614
H 0.4166 -1.3946 0.9588
C 1.3490 1.6783 0.6523
S -1.6472 -0.6299 1.1117
P -1.1221 0.6939 -0.4563
H -0.5580 -2.8043 0.5382
C -0.0800 -1.5065 -0.9863
*
```

Values from the calculation:
Structure (SMILES) = CS[P@@]1(Cl)=NC(=O)CS1
HOMO energy = -0.3542 hartree
Frontier orbital gap = 9.68 eV

natural (NBO) atomic charge list, values in e, 2 entries: 0.03, -1.02


[4]
DFT (ωB97M-V/def2-TZVPD) results for 13 unconnected molecules or ions with the total composition C33H98BN28O16PS in a non-equilibrium geometry.

Geometry as ORCA input:
```
! wB97M-V def2-TZVPD RIJCOSX def2/J DEFGRID3
* xyz 0 1
H 0.7677 8.5841 1.6639
H -1.2092 8.2688 -1.2099
H 0.1220 -4.6439 2.5624
O -8.5124 9.6719 1.0680
H -10.6861 3.2063 0.2757
C 6.2936 -6.4850 1.8763
H -1.4868 -4.0856 2.5594
N -0.0751 8.0417 1.7509
O 4.4551 1.5699 -0.6625
H 6.4286 -2.2292 -1.3225
O -2.5222 4.3394 -5.8260
H 5.7757 -0.3647 0.4666
C -1.0642 -0.7534 3.6287
H -6.2545 0.1950 -5.2143
O -5.2571 5.3803 -0.8913
N -3.9515 7.1954 -1.1685
C -4.9538 6.3748 -1.5311
H 0.2462 8.9535 -0.5494
O -1.9547 7.1661 0.8697
H 5.0169 -2.1024 3.1433
H 0.3906 0.2935 2.5316
O -4.1109 -3.7926 -2.6826
H -9.9921 8.9932 -0.7885
H -1.6881 1.6204 2.1121
H 6.5111 -4.6832 0.4036
H -0.5602 -1.4128 4.4532
C 1.7800 -9.8951 6.9009
H 4.1925 -1.3429 -0.7600
H 4.5089 -3.4031 6.5841
H -2.7228 3.4892 -0.2717
C 7.1900 -3.9645 2.5415
S 5.7179 -2.6888 -2.4710
H 4.8735 -2.6732 1.3124
H -8.7888 8.1029 -1.6733
H 7.0697 6.5229 -1.4266
O 2.0204 -9.6570 5.7278
B 3.6078 1.3111 0.5222
H -3.2755 1.8915 3.2084
C -0.7040 6.0964 -8.8720
N -9.8723 2.7140 0.6034
H -4.8595 -0.0235 -3.3939
O -2.9585 1.0684 -0.6970
H 4.0857 -6.7394 1.3133
C 4.2278 -6.7259 3.6746
C -6.1420 1.5911 -3.6752
N 2.4232 2.2941 0.7004
N -4.0087 3.8831 -4.1955
H 2.6656 -3.2725 0.5735
H 1.5088 1.7715 0.6671
C -0.9374 7.8285 0.7405
C -3.6988 -4.8529 -3.1257
H -3.6870 8.0188 -1.6824
N -5.2113 0.8520 -3.0449
C 0.6614 -1.7866 2.1017
N -6.5818 1.0666 -4.8333
H -0.8288 1.1607 4.9953
N -8.6880 3.3714 -1.2098
H 4.9222 -5.5858 -4.2092
H 7.4065 -2.4040 0.8003
N 4.5645 -5.9447 -5.0847
N -1.8028 4.0358 -3.7126
C 5.3708 -0.3523 1.5636
H -2.0377 -1.3517 3.2830
C -1.2285 -1.1704 -0.6438
H 8.2033 -4.0459 3.1454
H 2.4929 -5.2053 -7.3795
N -0.6927 6.7854 -10.0274
H 0.3162 -10.3107 8.3204
N -0.1001 -2.9806 1.5803
H -6.6441 7.9661 -0.8433
H 2.5616 -10.1553 8.8120
H -4.8397 -4.8526 -4.7902
H 2.7087 -3.2711 5.9550
C -2.7626 4.1013 -4.6529
H -2.4163 -6.4675 -2.8445
H 6.2946 -4.1025 3.3153
H -5.3600 7.5546 -3.1967
H 1.1825 -2.0571 3.1400
H -3.8113 -6.2490 -4.6648
H -0.3011 7.6254 2.6447
P -1.5538 -2.5307 0.6504
C 1.8105 -1.2081 1.0234
O 0.2709 5.4917 -8.4545
H 6.0923 0.3096 2.2197
C 2.1669 -2.4104 -0.0852
O -1.9829 -3.9704 -0.2731
C 4.0101 -3.3136 -1.8837
H -6.3564 6.1486 -2.9643
C -1.6307 0.6511 4.2928
N -2.7681 -5.5920 -2.4954
H -5.2595 0.3845 -0.1191
H 3.1532 -6.9676 6.1526
N -1.8770 6.1280 -8.2141
C 3.9514 -5.4065 4.6542
H 3.4590 -4.5310 4.0539
N -0.2269 -0.5608 2.3868
O 4.8687 4.7355 -0.0075
O 3.2617 -5.0601 7.1566
H -6.2570 8.7549 0.6572
H 3.2372 -7.3698 3.5302
C 3.7847 0.1821 1.6676
H -0.2182 -10.0731 6.6829
C 2.9762 -5.8112 5.9176
H 1.8293 -5.6993 5.6537
H -3.4428 6.9572 -0.3271
H -2.4104 -5.2331 -1.6199
H 3.5213 -6.6017 -7.2541
H 4.2523 -4.1295 -1.0748
H 8.2073 -5.3485 1.0434
H 5.0436 -7.3796 4.2034
H -9.9235 2.2080 1.4779
N -5.0716 1.3680 0.0249
H 6.3977 -7.3072 1.0313
H -2.0957 -1.2326 -1.4423
H -1.1158 -4.5046 -0.3055
O 2.9702 -0.9562 1.7739
H 3.4199 -3.7047 -2.8153
H 5.0306 -5.0971 5.0530
H 2.5099 2.5910 1.7174
N -0.5873 8.4046 -0.4236
N 0.5339 -10.1132 7.3583
H 2.7257 -1.4399 -2.0758
N -6.9339 8.5249 -0.0585
N 2.7399 -9.9605 7.8412
H -9.4806 3.8754 -1.5700
N -0.4868 -3.7991 2.6570
H -0.1989 -1.2231 -1.1946
H 3.6922 -9.8023 7.5390
H -7.2829 1.5914 -5.3396
H -4.7608 3.9233 -4.8709
C -8.6993 2.6823 -0.0545
H -1.2855 -0.0771 -0.1685
H -4.3494 3.7418 0.2886
C -2.0873 1.7832 3.1994
H 7.5911 6.1535 0.7868
H 5.6142 5.8382 -2.0871
C 7.0902 -5.1103 1.3553
H -7.8242 3.3733 -1.7365
O -6.5541 2.6514 -3.2320
H -0.8504 4.1941 -4.0148
C 7.0470 -2.4139 1.9333
H -1.9282 5.6221 -7.3396
H -2.6908 6.6204 -8.5418
H 1.2318 -2.7795 -0.6806
N 6.2361 5.9740 -1.3008
H -2.5956 0.4264 4.9573
C -8.1834 8.9953 0.1065
H 7.6898 -1.6513 2.5450
C -3.8343 1.8050 -0.2716
H 6.8112 -6.8898 2.8601
H -4.2264 3.6857 -3.2334
H -1.6914 2.8524 3.5527
H -4.8536 1.2109 -2.1694
H -1.9811 3.8411 -2.7418
N -4.1385 -5.3774 -4.2838
H 3.7687 0.7627 2.7141
C 3.6338 -5.2056 -5.7150
C 5.8860 5.3979 -0.1367
H 1.2466 -0.3907 0.4315
H 6.5223 5.1948 1.7676
H 0.1711 6.7873 -10.5540
C 3.3737 -3.6113 6.8620
N -9.0409 8.6592 -0.8740
C 4.6989 -6.2139 2.1886
H -1.4853 7.2895 -10.3875
N -5.5951 6.7393 -2.6562
O 3.2216 -4.1453 -5.2718
N 3.1940 -5.7301 -6.8731
O -7.7244 2.0776 0.3631
H 3.1358 -3.0017 7.8361
H 4.5279 -5.0509 2.1383
H 4.6444 2.5717 -0.6139
H 4.9163 -6.8202 -5.4338
N -3.6406 3.1194 -0.0611
C 5.4462 -1.9468 2.0658
C 3.3004 -1.9699 -1.1842
H -5.8060 1.9592 0.3762
N 6.7483 5.6111 0.8737
*
```

Values from the calculation:
HOMO energy = -0.2637 hartree
Frontier orbital gap = 7.39 eV

Mulliken atomic charge list, values in e, 2 entries: 0.15, 0.18


[5]
DFT (ωB97M-V/def2-TZVPD) results for a single C21H18F2N2O5 molecule in a non-equilibrium geometry.

Geometry as ORCA input:
```
! wB97M-V def2-TZVPD RIJCOSX def2/J DEFGRID3
* xyz 0 1
C -3.6244 -2.1901 -2.2651
H 9.5818 -0.4298 -0.8675
C -4.3234 -0.1391 1.7062
F 6.2314 2.0963 0.6802
H -3.0207 2.1688 1.1049
C -4.5948 0.8145 0.5760
H -2.7839 -2.1809 -2.9546
H 8.0376 -2.3285 -1.3493
H 2.0955 -1.2193 1.9620
H 3.8647 1.8542 0.0000
O -4.7592 -2.6821 0.1031
H -3.9407 0.3936 2.5779
H 4.1736 1.2223 1.6457
O -0.7558 -1.8740 2.3690
C 7.6766 -1.4047 -0.9275
C 5.7694 -0.1143 -0.1025
H 8.6509 1.6618 0.1050
C 2.3276 0.6207 0.7741
N 0.1879 0.9203 0.3921
C -5.6062 0.5490 -0.3395
F 5.5090 -2.3059 -0.9155
C 6.3329 -1.2771 -0.6515
C -4.0066 2.7780 -0.6902
H -4.4472 -1.5932 -2.6638
C 6.6644 0.9245 0.1516
O 4.4327 -0.1477 0.1086
H -6.6026 1.1691 -2.1256
H -5.2342 -0.6705 1.9839
H -3.1112 -1.9115 2.0793
C 8.0185 0.8175 -0.1178
H -3.3802 3.6477 -0.8215
C -3.8244 -1.9290 0.0585
O 1.4213 1.4091 0.1728
N -2.0053 -0.5641 1.0002
C -0.8504 -0.9698 1.5648
C 8.5284 -0.3460 -0.6575
C 3.7696 0.9791 0.6538
C -5.0100 2.5004 -1.6020
C -3.2709 -1.1857 1.2732
H -6.2336 -0.3202 -0.2027
H -3.9712 -3.2097 -2.0887
O -3.1614 -1.6108 -1.0521
C 1.6849 -0.4098 1.3991
C 0.3174 -0.1672 1.1166
C -3.8006 1.9403 0.3923
H -5.1698 3.1518 -2.4484
C -5.8125 1.3863 -1.4215
H -1.9749 0.1758 0.3136
*
```

Values from the calculation:
Structure (SMILES) = COC(=O)[C@H](Cc1ccccc1)NC(=O)c1cc(COc2c(F)cccc2F)on1
HOMO energy = -0.3372 hartree
Frontier orbital gap = 9.86 eV

natural (NBO) atomic charge list, values in e, 2 entries: -0.26, 0.22